{
  "formula": "C43H38BrN2OP2RhS3Sb",
  "method": "wB97M-V/def2-TZVPD",
  "symbols": ["C", "H", "C", "H", "H", "C", "C", "H", "O", "H", "C", "H", "S", "H", "C", "C", "H", "C", "S", "H", "H", "C", "H", "H", "C", "C", "H", "C", "C", "C", "C", "H", "C", "Sb", "H", "C", "C", "H", "H", "C", "C", "H", "C", "Rh", "C", "H", "H", "C", "C", "C", "C", "C", "C", "H", "H", "H", "H", "S", "C", "P", "C", "H", "H", "C", "H", "C", "C", "H", "C", "C", "C", "H", "H", "H", "C", "C", "H", "C", "H", "C", "H", "H", "Br", "N", "H", "C", "H", "N", "H", "C", "P", "C"],
  "xyz": [[1.639, 4.064, 0.377], [3.234, -1.139, 2.849], [-2.793, -0.245, 0.344], [0.290, -2.991, 1.799], [1.964, 3.304, -0.329], [1.790, 6.320, 1.122], [2.696, -1.731, 4.835], [1.879, -2.265, 6.746], [-0.620, 1.951, -0.435], [2.890, 5.550, -0.555], [0.874, 6.067, 2.126], [0.310, -4.565, -2.266], [-1.535, 1.822, 3.256], [1.821, -0.432, -2.845], [-0.284, 0.007, -2.888], [1.105, -1.214, 3.103], [-2.307, 0.655, -3.218], [1.215, 0.335, -4.754], [-0.078, 4.009, 5.863], [-0.417, 5.164, -3.455], [-0.962, -8.198, -0.417], [-2.469, 3.257, -0.869], [4.362, -3.054, -0.861], [0.591, 6.845, 2.823], [-0.421, -4.335, -0.245], [-3.062, -1.369, -1.755], [-0.353, 4.605, 3.060], [-1.321, 0.544, -3.648], [-0.302, -6.436, -1.457], [0.346, 4.788, 2.252], [-4.409, -1.546, -1.477], [2.465, 1.291, 0.480], [0.346, -1.848, 5.308], [0.065, 1.834, 5.129], [5.519, -0.967, -1.501], [-1.094, 0.947, -4.956], [-4.137, -0.431, 0.628], [-0.957, -1.329, 3.688], [-2.662, -1.749, -2.688], [-1.122, -6.418, 0.783], [2.885, 0.341, 0.167], [-1.248, -2.184, 1.483], [-0.429, 3.695, -1.933], [0.277, 1.763, 1.685], [0.072, -1.456, 4.006], [-1.527, -6.940, 1.641], [4.575, 1.219, -0.822], [-2.386, 4.884, -2.627], [4.068, 0.301, -0.552], [0.994, -0.067, -3.446], [2.216, -0.830, 0.522], [2.422, -1.351, 3.531], [3.950, -2.096, -0.569], [-1.218, -4.534, 1.757], [-2.163, 0.278, 1.056], [-1.910, 1.362, -5.535], [-6.007, -1.212, -0.081], [1.830, 1.867, 3.393], [2.174, 5.340, 0.229], [0.622, -0.638, 1.396], [0.168, 0.836, -5.517], [-0.663, -2.637, -2.202], [-5.041, -2.056, -2.193], [-4.953, -1.076, -0.289], [-4.152, 4.374, -1.514], [-0.811, -7.128, -0.367], [2.770, -2.055, 0.158], [2.209, 0.269, -5.177], [4.598, -0.924, -0.934], [0.727, 3.763, 1.388], [-0.223, -2.321, 1.107], [1.013, -2.300, -1.753], [0.344, 1.146, -6.539], [2.277, -2.979, 0.433], [-0.935, -5.049, 0.851], [1.662, -1.984, 5.723], [-2.873, 5.595, -3.276], [-3.096, 4.189, -1.654], [-4.537, -0.064, 1.565], [-0.028, -2.234, -1.407], [-0.463, -2.043, 6.000], [3.726, -1.823, 5.157], [2.570, 8.062, 0.974], [-0.228, -2.974, -0.193], [-2.957, 2.687, -0.093], [-2.239, -0.697, -0.852], [-0.046, -6.969, -2.364], [-1.155, 2.986, -1.040], [0.613, 3.428, -1.991], [-1.022, 4.635, -2.733], [-0.442, -0.430, -1.119], [-0.106, -5.068, -1.404]],
  "homo_lumo_gap_ev": 5.000,
  "charge": -1,
  "de_lowest_kj_mol": 206.1
}

{
  "formula": "C43H38Cl3F3N2O3S2SbSeSiTi",
  "method": "wB97M-V/def2-TZVPD",
  "symbols": ["N", "C", "C", "H", "C", "C", "C", "H", "C", "C", "C", "H", "Se", "H", "H", "H", "H", "C", "C", "H", "C", "C", "C", "C", "H", "C", "F", "O", "H", "C", "C", "C", "H", "H", "H", "H", "H", "H", "C", "H", "H", "C", "C", "C", "Sb", "C", "C", "H", "H", "C", "H", "F", "N", "C", "C", "C", "H", "Cl", "H", "H", "H", "Ti", "C", "C", "C", "S", "H", "Si", "Cl", "H", "H", "C", "H", "H", "H", "C", "H", "C", "O", "H", "O", "H", "S", "H", "C", "C", "C", "C", "C", "H", "C", "F", "Cl", "C", "H", "H", "C", "C"],
  "xyz": [[0.929, -1.150, -1.714], [1.692, 2.952, 4.268], [-3.274, -3.125, 3.631], [-4.313, 3.044, -4.789], [-1.292, -3.697, -0.357], [1.844, -2.137, -5.512], [-1.034, -1.737, 2.755], [-1.007, 2.141, 6.150], [-3.981, 4.277, -1.019], [4.628, -0.715, -1.702], [-0.286, 1.012, 4.446], [1.466, 4.555, 1.567], [-1.357, 3.122, -2.869], [1.137, -3.065, -1.042], [3.261, -2.128, -7.150], [2.751, 4.006, 0.478], [-1.356, 2.841, 2.620], [0.924, 2.916, 0.241], [0.437, 1.020, -5.085], [-4.653, -3.526, -0.595], [-0.264, 2.055, 5.367], [3.729, -3.574, 3.737], [2.010, -1.862, 3.470], [4.160, -1.600, -5.283], [5.160, -1.468, -5.680], [0.452, -2.234, -1.233], [-4.368, -3.797, 4.074], [-0.473, 0.454, -5.667], [0.562, 2.850, -6.208], [-2.317, -1.225, 2.562], [-2.605, -4.059, -0.224], [2.807, -2.484, 5.686], [5.953, -0.851, -3.370], [1.423, 4.968, -0.156], [3.038, -0.522, -0.233], [1.006, -2.440, -6.132], [2.953, -2.922, 1.858], [-0.507, -4.345, 0.013], [-3.297, -2.054, -1.346], [2.792, -2.377, 6.763], [-4.186, 0.741, -2.819], [0.729, 3.002, 5.255], [-1.952, -1.644, -1.512], [-3.618, -3.230, -0.713], [0.737, -0.712, 2.034], [2.295, -1.168, -2.099], [-0.992, 3.447, 1.787], [-1.865, 3.891, 1.302], [-4.198, 4.711, -4.219], [3.922, -1.356, -3.912], [-5.326, 1.536, -1.704], [0.761, 4.028, 6.149], [1.585, -1.933, -4.251], [-0.944, -2.490, -0.984], [1.991, -1.722, 4.859], [-2.028, -3.682, 3.826], [-4.069, -1.406, -1.737], [-3.028, -5.587, 0.519], [-3.588, 3.890, -0.076], [-4.440, -1.516, 2.849], [-3.729, 0.990, -1.132], [-0.209, 0.756, -2.063], [2.595, -1.502, -3.453], [-3.444, -1.912, 3.000], [2.898, -2.793, 2.936], [-1.099, 1.105, 0.354], [-1.938, -4.646, 4.308], [-3.541, 3.097, -2.427], [2.620, 2.779, -5.107], [2.444, 3.727, 4.207], [-2.444, -0.275, 2.057], [1.240, 2.048, -5.936], [0.063, -3.411, 3.550], [-0.384, 4.258, 2.189], [-5.584, 3.709, -3.740], [-0.250, 2.590, 0.799], [-1.069, 0.266, 4.522], [3.659, -3.400, 5.101], [-1.686, -0.555, -2.155], [-3.535, 5.259, -1.189], [0.813, 0.927, -3.879], [-5.065, 4.396, -0.918], [1.702, 1.939, -1.006], [5.400, -0.404, -1.008], [4.938, -0.963, -3.006], [1.650, 1.901, 3.361], [3.124, -1.970, -6.088], [3.295, -0.804, -1.245], [-4.507, 3.701, -3.938], [1.323, -1.001, 5.316], [1.677, 4.183, 0.562], [4.463, -4.153, 5.903], [1.780, 1.300, -7.474], [-0.915, -2.978, 3.384], [2.389, 1.867, 2.568], [4.416, -4.298, 3.319], [0.667, 0.917, 3.437], [-4.270, 1.427, -1.973]],
  "homo_lumo_gap_ev": [5.461, 5.583],
  "charge": -2,
  "multiplicity": 2,
  "de_lowest_kj_mol": 10.4
}

{
  "formula": "C43H38ClN2P2Ti",
  "method": "wB97M-V/def2-TZVPD",
  "symbols": ["H", "C", "H", "H", "C", "C", "H", "H", "C", "C", "C", "C", "C", "C", "C", "H", "C", "N", "H", "C", "C", "H", "H", "H", "C", "H", "H", "C", "H", "H", "H", "H", "H", "H", "H", "H", "P", "H", "C", "Cl", "C", "C", "H", "C", "H", "C", "H", "C", "C", "C", "H", "C", "P", "C", "C", "C", "H", "H", "C", "C", "C", "H", "C", "C", "H", "C", "C", "H", "C", "C", "C", "C", "Ti", "H", "C", "H", "H", "C", "H", "C", "H", "C", "H", "N", "H", "C", "H"],
  "xyz": [[2.803, 1.701, -0.602], [1.605, -3.383, -0.933], [-1.349, 4.977, -0.409], [-0.927, 0.417, 5.525], [0.360, -3.259, 2.187], [-0.478, -3.310, 1.056], [-4.832, 4.523, -2.917], [1.412, 1.263, 5.881], [2.970, -5.373, -0.725], [-0.212, 0.486, 4.692], [-1.726, -3.941, 1.141], [-2.149, -4.495, 2.348], [3.510, 3.942, -3.076], [1.783, -4.700, -0.465], [0.202, 4.467, 3.499], [-2.372, -3.998, 0.276], [-3.539, 2.806, -2.783], [-0.305, -0.112, 1.126], [3.089, -6.393, -0.368], [1.339, 2.979, -1.587], [-1.954, 4.368, -1.077], [4.623, -2.915, -2.429], [1.009, -5.155, 0.146], [-2.568, -1.442, -1.258], [-3.919, 4.115, -2.495], [-2.434, -0.504, 0.757], [-1.879, 3.883, 3.733], [1.209, 3.926, 1.375], [-4.127, 2.179, -3.459], [4.349, 4.282, -3.700], [4.734, 2.603, -1.888], [-2.717, -0.393, 3.241], [1.317, -2.743, 2.151], [0.266, 4.908, 4.502], [-3.799, -4.120, -4.378], [-2.108, 1.270, -2.468], [0.051, -2.536, -0.499], [3.010, 1.366, 3.994], [-0.946, -4.181, -2.494], [-0.932, -0.171, -2.673], [3.724, 2.981, -2.082], [3.817, -3.408, -1.880], [-4.260, -2.150, -2.895], [-2.395, 2.293, -2.203], [-3.137, -4.950, 2.408], [-1.197, -3.072, -1.687], [4.947, -5.220, -1.549], [0.356, 0.181, 2.321], [-3.335, -2.729, -2.782], [1.290, 4.510, 2.633], [-0.016, -4.728, -2.384], [-1.324, -4.445, 3.473], [-0.036, 2.339, -0.616], [-0.990, 3.843, 3.092], [-3.079, -3.835, -3.601], [-1.894, -4.566, -3.445], [-3.393, 5.912, -1.417], [2.030, 4.054, 0.681], [-2.390, -2.350, -1.835], [0.069, 3.198, 0.992], [1.141, 3.976, -2.561], [-1.932, 2.615, 1.594], [3.995, -4.712, -1.411], [-0.564, 0.124, 3.380], [2.214, 5.006, 2.942], [1.651, 0.649, 2.488], [2.219, 4.451, -3.307], [2.518, -1.678, -1.913], [-1.576, 3.041, -1.345], [2.630, -2.719, -1.618], [-1.031, 3.152, 1.873], [1.114, 0.945, 4.861], [0.468, -0.126, -0.824], [2.315, 0.733, 1.637], [2.633, 2.488, -1.349], [1.705, -0.075, -2.222], [2.432, -0.006, -1.951], [-1.598, -0.318, 1.454], [0.629, -3.885, 4.240], [2.011, 1.015, 3.802], [2.061, 5.204, -4.085], [-0.048, -3.873, 3.375], [-1.684, -5.435, -4.077], [-1.801, -0.204, 2.786], [0.145, 4.382, -2.726], [-3.116, 4.888, -1.650], [-1.682, -4.829, 4.434]],
  "homo_lumo_gap_ev": [5.321, 5.303],
  "charge": 3
}

Electronic energy (eV)
-180907.9278; -224606.4277; -102376.7912
Molar mass (g/mol)
1061.51; 1134.95; 728.06